1.
Density functional theory data (ωB97M-V/def2-TZVPD) for 7 unconnected molecules or ions with the total composition C27H60B4F16N3 in a non-equilibrium geometry.

**E**: -79655.28305 eV
**Total charge**: -1

Geometry (Å):
C1 -1.50296 -0.99714 4.45770
C2 -0.07430 -0.76168 3.94081
C3 0.59168 -2.13652 3.44608
C4 1.91396 -1.77542 2.73362
N1 2.80302 -2.99721 2.46345
C5 3.52674 -3.35979 3.69466
C6 4.78893 -4.14515 3.15170
C7 5.05990 -3.71585 1.67794
C8 3.94234 -2.69741 1.41553
C9 1.88373 -4.11067 1.92229
H1 -2.04444 -1.21615 3.52905
H2 -2.00895 -0.06031 4.83570
H3 -1.54676 -1.76755 5.21420
H4 0.51777 -0.29628 4.67066
H5 -0.09163 -0.02092 3.10533
H6 -0.06609 -2.57337 2.71704
H7 0.67593 -2.68989 4.38911
H8 2.41241 -1.08311 3.49395
H9 1.72157 -1.28781 1.79175
H10 2.86837 -3.90992 4.37974
H11 3.84850 -2.42428 4.09937
H12 4.63037 -5.20109 3.15307
H13 5.63877 -3.91579 3.79680
H14 4.93878 -4.57489 1.02657
H15 6.02945 -3.25443 1.55655
H16 3.54270 -2.69586 0.42296
H17 4.23709 -1.67958 1.76001
H18 1.38274 -3.68139 1.04588
H19 1.12647 -4.31100 2.76063
H20 2.49309 -4.93773 1.57644
C10 5.96647 0.58842 -3.37486
C11 5.85127 1.63059 -2.21592
C12 4.64548 2.59246 -2.34643
C13 3.37553 1.82553 -2.23822
N2 2.07426 2.57209 -2.74622
C14 0.91439 1.62275 -2.59680
C15 0.96153 0.65104 -3.79987
C16 1.79971 1.33743 -4.84929
C17 2.14147 2.75487 -4.21468
C18 1.68287 3.78206 -1.97750
H21 5.12927 -0.15142 -3.47490
H22 6.87804 -0.01716 -3.30697
H23 5.90183 1.09111 -4.35685
H24 6.73865 2.26516 -2.20748
H25 5.86325 1.22015 -1.23440
H26 4.66031 3.16503 -3.33502
H27 4.69830 3.31915 -1.47968
H28 3.21169 1.52736 -1.24263
H29 3.36155 0.95975 -2.85847
H30 0.00068 2.24319 -2.72430
H31 1.07715 1.06012 -1.64029
H32 -0.07360 0.47778 -4.18217
H33 1.44644 -0.26565 -3.54984
H34 1.15638 1.50021 -5.66039
H35 2.71094 0.82279 -5.17202
H36 1.38080 3.45069 -4.53738
H37 3.09968 3.15603 -4.49214
H38 2.46959 4.56243 -2.04926
H39 1.45814 3.48603 -0.97132
H40 0.77394 4.24411 -2.42689
C19 -6.07614 -2.85273 0.73797
C20 -4.69913 -2.80320 -0.00123
C21 -3.98864 -1.50215 0.16898
C22 -4.81873 -0.42562 -0.49836
N3 -4.50942 1.02087 -0.37826
C23 -3.04318 1.24077 -0.81510
C24 -2.52683 2.41103 -0.01326
C25 -3.60157 2.73437 1.14499
C26 -4.55747 1.52415 1.06821
C27 -5.52262 1.83134 -1.15827
H41 -6.80665 -2.31330 0.09098
H42 -6.00634 -2.20254 1.60766
H43 -6.26576 -3.87499 1.05490
H44 -4.79940 -3.03663 -1.07477
H45 -3.98410 -3.56792 0.39982
H46 -2.98888 -1.66118 -0.24152
H47 -3.88763 -1.27851 1.22850
H48 -5.77456 -0.48083 0.00360
H49 -4.93870 -0.61804 -1.59200
H50 -2.98110 1.47682 -1.85456
H51 -2.48511 0.31897 -0.61196
H52 -2.49099 3.32105 -0.63764
H53 -1.46928 2.23515 0.31490
H54 -4.16849 3.73191 1.10773
H55 -3.12772 2.76405 2.14439
H56 -5.59826 1.78878 1.22000
H57 -4.22313 0.74036 1.72344
H58 -6.45711 1.92707 -0.62846
H59 -5.69056 1.36282 -2.16639
H60 -5.07520 2.84322 -1.27330
B1 -7.27823 0.31558 2.36070
F1 -6.05075 -0.36247 2.52811
F2 -7.33458 1.56101 3.00334
F3 -7.55765 0.49973 0.95280
F4 -8.20529 -0.55600 2.91308
B2 0.03285 -1.17466 -0.25355
F5 -0.69410 -0.99490 -1.42065
F6 -0.54795 -0.43427 0.80323
F7 -0.08690 -2.59362 0.11619
F8 1.42137 -0.86679 -0.46193
B3 -2.17654 3.27190 -4.53617
F9 -1.71090 3.30846 -3.11213
F10 -2.90613 4.42365 -4.73954
F11 -1.01350 3.24189 -5.38784
F12 -2.88944 2.08307 -4.67369
B4 5.00591 0.47703 2.79811
F13 5.51130 0.56771 1.52745
F14 3.57148 0.47697 2.73966
F15 5.37470 -0.71536 3.39111
F16 5.50186 1.62006 3.41435

=====

2.
Density functional theory data (ωB97M-V/def2-TZVPD) for 7 unconnected molecules or ions with the total composition C27H60ClN7O11S.

**SMILES**: CCO[C@]1(C)OS(=O)(=O)O[C@]1(Cl)CCCCN.CNC(C)=O.CNC(C)=O.CNC(C)=O.CNC(C)=O.CNC(C)=O.CNC(C)=O
**E**: -85284.95774 eV

Geometry (Å):
C1 5.83384 1.03671 -3.44352
C2 4.42053 1.43279 -3.08199
O1 3.76935 0.45667 -2.24408
C3 3.07600 -0.57867 -2.82809
C4 3.44129 -1.88851 -2.16539
O2 3.43030 -0.74253 -4.24193
S1 2.20734 -0.56806 -5.22541
O3 2.19353 -1.63466 -6.15459
O4 2.13567 0.78397 -5.66590
O5 1.09112 -0.84663 -4.12581
C5 1.51364 -0.24742 -2.89109
Cl1 0.64377 -1.09424 -1.59966
C6 1.20494 1.23599 -2.77807
C7 -0.26007 1.66879 -2.89361
C8 -1.02512 1.24875 -4.15704
C9 -1.82696 -0.06099 -4.03688
N1 -1.68419 -0.90997 -5.22619
H1 6.46162 1.00953 -2.55118
H2 6.20429 1.78383 -4.14416
H3 5.86013 0.04743 -3.90267
H4 4.41954 2.34680 -2.48881
H5 3.82338 1.62159 -3.97508
H6 4.45366 -2.13660 -2.48672
H7 3.42327 -1.78507 -1.08397
H8 2.76759 -2.68771 -2.46499
H9 1.57190 1.50052 -1.78502
H10 1.80965 1.78951 -3.49874
H11 -0.80235 1.36861 -1.99231
H12 -0.23592 2.76081 -2.86419
H13 -1.70710 2.06033 -4.41945
H14 -0.34602 1.13761 -5.00335
H15 -2.88540 0.17464 -3.90966
H16 -1.52467 -0.58712 -3.12798
H17 -2.57437 -1.27951 -5.52693
H18 -1.07207 -1.69559 -5.05423
C10 -4.33019 -0.95582 2.30987
N2 -3.72560 0.30801 1.94813
C11 -2.54360 0.53234 1.32811
C12 -1.70343 -0.67359 0.96820
O6 -2.16907 1.66745 1.06763
H19 -5.29711 -1.05761 1.82098
H20 -4.49134 -1.01719 3.38925
H21 -3.68945 -1.77989 2.00926
H22 -4.26459 1.13932 2.13338
H23 -0.80839 -0.30965 0.47625
H24 -1.42246 -1.24384 1.85491
H25 -2.24003 -1.33897 0.29017
C13 -9.15151 2.73130 3.41297
N3 -7.99045 2.16879 2.75864
C14 -7.91145 1.02135 2.03398
C15 -9.17167 0.20589 1.86875
O7 -6.85252 0.66400 1.54224
H26 -9.39089 3.71788 3.01223
H27 -8.99074 2.82624 4.48833
H28 -10.01149 2.08735 3.25851
H29 -7.12000 2.67312 2.81964
H30 -8.92351 -0.66542 1.27147
H31 -9.55249 -0.12653 2.83499
H32 -9.95165 0.78020 1.36708
C16 6.44316 6.63012 -7.22168
N4 6.63471 5.67185 -6.15522
C17 5.84287 4.61998 -5.82053
C18 4.59502 4.38825 -6.64143
O8 6.13760 3.89037 -4.88691
H33 7.27370 6.60360 -7.92926
H34 6.35768 7.64491 -6.82911
H35 5.53160 6.40247 -7.76536
H36 7.44880 5.76698 -5.56853
H37 4.08818 3.51490 -6.24169
H38 3.92359 5.24634 -6.59045
H39 4.83936 4.21004 -7.68933
C19 5.12936 -3.16076 2.71930
N5 3.98910 -2.97982 1.83742
C20 3.15710 -3.91099 1.30880
C21 3.44921 -5.36270 1.61453
O9 2.20899 -3.57613 0.61497
H40 4.96193 -2.60426 3.64024
H41 6.04318 -2.79128 2.25075
H42 5.26333 -4.21400 2.94694
H43 3.74804 -2.03567 1.57756
H44 2.69466 -5.96392 1.11679
H45 4.43706 -5.64938 1.25195
H46 3.41492 -5.55451 2.68763
C22 -4.83529 -2.92408 6.54662
N6 -5.88920 -2.48650 5.65928
C23 -6.77452 -3.24199 4.95233
C24 -6.67221 -4.74436 5.08558
O10 -7.61281 -2.71338 4.24300
H47 -4.98173 -2.53553 7.55615
H48 -3.85721 -2.59329 6.19136
H49 -4.82280 -4.00834 6.60231
H50 -6.01428 -1.49637 5.51625
H51 -7.44409 -5.18365 4.46160
H52 -5.69644 -5.10426 4.75696
H53 -6.82118 -5.06041 6.11879
C25 2.58650 1.89432 4.72881
N7 3.75312 1.03826 4.77968
C26 3.82027 -0.27023 5.13253
C27 2.53307 -0.95510 5.53316
O11 4.88475 -0.87008 5.11223
H54 2.41952 2.27215 3.71916
H55 2.69452 2.74555 5.40295
H56 1.70375 1.33789 5.02771
H57 4.64408 1.43262 4.52061
H58 2.76976 -1.98603 5.77788
H59 2.08335 -0.47399 6.40248
H60 1.80748 -0.93595 4.71883

=====

LUMO energy for the records above, in order: 1.9; 0.4 eV